A molecular structure, C26H26CaN3O8S. Source: OMol25; level of theory: wB97M-V/def2-TZVPD.

ORCA input file:
```
! RIJCOSX wB97M-V def2-TZVPD def2/J DEFGRID3
* xyz -1 1
Ca -0.75 0.34 0.34
O 1.11 3.75 0.90
C 0.40 2.84 1.33
O -0.73 2.46 0.84
C 0.87 2.07 2.59
C -0.27 1.32 3.29
C 0.10 0.90 4.70
C 1.11 -0.25 4.43
C 1.12 -0.31 2.91
O -0.27 0.03 2.59
C 1.91 0.90 2.32
C 2.32 0.61 0.86
O 3.50 0.36 0.62
O 1.36 0.59 0.01
H 1.32 2.81 3.25
H -1.24 1.79 3.17
H 0.53 1.72 5.27
H -0.78 0.53 5.23
H 2.11 -0.04 4.82
H 0.76 -1.19 4.85
H 1.37 -1.27 2.47
H 2.83 1.04 2.87
O -4.15 -1.50 1.92
S -3.40 -0.98 0.80
O -3.15 0.48 0.79
N -2.00 -1.61 0.54
C -1.77 -2.98 0.47
C -2.67 -4.01 0.60
C -2.25 -5.36 0.47
C -0.96 -5.69 0.21
C 0.00 -4.65 0.08
C 1.37 -4.90 -0.17
C 2.25 -3.87 -0.28
C 1.76 -2.54 -0.15
N 0.50 -2.27 0.09
C -0.39 -3.31 0.20
C -4.41 -1.33 -0.62
C -3.86 -1.29 -1.90
C -4.68 -1.55 -2.99
C -6.02 -1.86 -2.81
C -6.56 -1.90 -1.53
C -5.75 -1.63 -0.43
H -3.71 -3.81 0.83
H -3.00 -6.14 0.57
H -0.65 -6.73 0.12
H 1.71 -5.93 -0.26
H 3.30 -4.03 -0.47
H 2.42 -1.69 -0.24
H -2.82 -1.03 -2.04
H -4.26 -1.53 -3.99
H -6.65 -2.07 -3.67
H -7.60 -2.14 -1.39
H -6.15 -1.67 0.58
C -0.97 4.47 -1.78
N -0.68 3.10 -2.17
C 0.72 2.78 -2.44
C -1.51 2.13 -1.79
O -1.25 0.92 -1.83
H -0.37 4.73 -0.91
H -2.03 4.54 -1.51
H -0.77 5.15 -2.61
H 1.32 3.09 -1.59
H 1.04 3.29 -3.35
H 0.82 1.70 -2.56
H -2.49 2.48 -1.42
*
```

---

A molecular structure, C26H26Cl3CrF3NOSi. Source: OMol25; level of theory: wB97M-V/def2-TZVPD.

ORCA input file:
```
! RIJCOSX wB97M-V def2-TZVPD def2/J DEFGRID3
* xyz 0 4
Cr 0.09 0.15 0.38
Cl 5.30 5.02 -0.21
C 3.82 4.11 -0.22
C 3.87 2.74 -0.09
C 2.67 2.06 -0.09
Cl 2.66 0.30 0.02
C 1.41 2.65 -0.20
O 0.29 1.96 -0.20
C 1.43 4.05 -0.34
Cl -0.08 4.88 -0.49
C 2.61 4.77 -0.34
H 4.81 2.21 0.00
H 2.58 5.84 -0.45
C -1.93 0.15 0.21
Si -2.61 -1.46 0.73
C -1.26 -2.63 0.14
N 0.12 -2.04 0.27
C 0.91 -2.42 -0.95
C 1.05 -3.93 -1.12
C 1.50 -4.59 0.20
C 1.94 -3.53 1.21
C 0.82 -2.55 1.51
C -2.96 -1.64 2.55
C -3.44 -0.55 3.29
C -3.77 -0.70 4.63
C -3.62 -1.93 5.25
C -3.15 -3.02 4.53
C -2.83 -2.87 3.19
C -4.14 -2.00 -0.20
C -5.28 -2.47 0.45
C -6.40 -2.88 -0.27
C -6.40 -2.83 -1.65
C -5.27 -2.36 -2.32
C -4.16 -1.95 -1.60
H -2.36 1.03 0.70
H -2.11 0.27 -0.87
H -1.47 -2.75 -0.93
H -1.28 -3.64 0.56
H 1.89 -1.96 -0.89
H 0.41 -1.98 -1.82
H 1.77 -4.11 -1.91
H 0.11 -4.35 -1.46
H 2.31 -5.30 0.03
H 0.67 -5.17 0.63
H 2.82 -3.01 0.84
H 2.23 -3.99 2.16
H 1.18 -1.70 2.09
H 0.05 -3.02 2.12
H -3.54 0.42 2.83
H -4.13 0.15 5.20
H -3.87 -2.05 6.30
H -3.03 -3.98 5.01
H -2.47 -3.74 2.64
H -5.30 -2.52 1.53
H -7.28 -3.24 0.26
H -7.27 -3.15 -2.21
H -5.26 -2.32 -3.41
H -3.30 -1.58 -2.15
F -0.19 -0.34 3.24
C 0.07 0.67 2.36
F -0.78 1.66 2.69
F 1.31 1.13 2.73
*
```

Properties
- expectation value of S² = 3.8303

---

A molecular structure, C26H26ClN3O4. Source: OMol25; level of theory: wB97M-V/def2-TZVPD.

ORCA input file:
```
! RIJCOSX wB97M-V def2-TZVPD def2/J DEFGRID3
* xyz 0 1
C 6.93 2.85 0.74
C 5.73 2.12 0.50
C 5.38 1.17 1.31
C 4.08 0.38 1.18
C 3.15 0.61 0.06
C 3.40 1.75 -0.58
C 4.57 2.37 -0.31
Cl 5.02 3.82 -1.68
H 2.72 2.18 -1.51
N 1.93 0.11 0.00
C 1.27 -0.67 0.73
O 1.75 -1.35 1.54
C -0.03 -1.37 0.12
C -0.90 -0.03 0.09
C -2.26 -0.34 -0.41
C -2.80 -1.65 -0.27
C -1.85 -2.85 -0.14
C -0.56 -2.57 0.18
N 0.42 -3.48 0.18
C 1.66 -3.51 -0.09
H 2.33 -3.50 0.56
C 1.87 -4.74 -0.87
O 0.83 -5.14 -1.67
C -0.24 -5.67 -0.68
C -0.17 -4.75 0.22
H 0.61 -5.38 1.17
H -1.14 -5.09 0.92
H -1.08 -5.42 -1.43
H -0.12 -6.83 -0.54
H 2.78 -4.67 -1.71
H 2.36 -5.53 -0.43
H 1.81 -2.71 -0.96
H -2.26 -3.64 -0.28
H -3.79 -1.92 -0.66
N -3.12 0.73 -0.52
C -4.35 1.10 -0.04
O -4.95 0.06 0.38
C -4.93 2.27 -0.24
C -3.81 2.96 -1.26
C -2.77 2.03 -1.14
O -1.49 1.95 -1.57
H -4.18 3.17 -2.08
C -3.39 4.19 -0.61
C -3.21 3.91 0.87
C -4.25 3.54 1.44
C -5.20 2.96 0.75
H -5.87 3.78 0.50
H -5.86 2.23 1.41
H -4.08 3.40 2.47
H -2.39 4.46 1.38
H -4.00 5.07 -0.90
H -2.32 4.55 -1.15
H -5.63 2.15 -1.23
H -0.50 0.81 0.31
H 1.46 0.47 -0.63
H 3.81 -0.31 2.08
H 5.89 0.71 2.05
H 7.38 2.44 1.53
H 7.49 2.88 -0.24
H 6.85 3.90 1.14
*
```

Properties
- relative energy (zero: lowest compared OMol25 entry of this formula, charge and spin) (kcal per mole) = 566.7

---

A molecular structure, C26H26ClNPSSiZr. Source: OMol25; level of theory: wB97M-V/def2-TZVPD.

ORCA input file:
```
! RIJCOSX wB97M-V def2-TZVPD def2/J DEFGRID3
* xyz 3 1
Zr -0.73 1.38 1.43
C -2.36 -3.07 -1.54
Si -3.90 -2.02 -1.50
C -4.82 -2.07 -3.11
C -4.97 -2.37 -0.03
C -3.28 -0.17 -1.33
C -3.67 0.80 -2.26
C -3.27 2.14 -2.18
C -2.45 2.52 -1.15
N -2.05 1.61 -0.24
C -2.48 0.32 -0.31
S -1.91 -0.67 1.08
H -2.65 -4.10 -1.78
H -1.83 -3.10 -0.59
H -1.68 -2.74 -2.33
H -5.18 -3.09 -3.27
H -4.20 -1.82 -3.97
H -5.71 -1.44 -3.12
H -5.43 -3.36 -0.14
H -5.79 -1.65 0.05
H -4.44 -2.38 0.92
H -4.31 0.51 -3.08
H -3.60 2.86 -2.91
H -2.10 3.54 -1.03
Cl 0.12 0.72 3.74
C 1.61 -0.34 3.54
C 2.04 -0.93 4.69
C 3.16 -1.76 4.58
C 3.77 -1.96 3.35
C 3.29 -1.33 2.21
C 2.18 -0.49 2.28
P 1.58 0.38 0.83
C 1.87 2.14 1.06
C 0.99 2.96 0.32
C 1.00 4.35 0.48
C 1.87 4.91 1.42
C 2.72 4.10 2.16
C 2.72 2.72 2.00
C 2.20 -0.28 -0.68
C 1.76 -1.54 -1.11
C 2.30 -2.08 -2.26
C 3.26 -1.37 -2.98
C 3.68 -0.12 -2.57
C 3.15 0.44 -1.41
H 1.55 -0.77 5.64
H 3.54 -2.25 5.46
H 4.63 -2.62 3.28
H 3.77 -1.50 1.25
H 0.42 2.54 -0.53
H 0.36 4.98 -0.12
H 1.88 5.98 1.56
H 3.40 4.55 2.87
H 3.39 2.11 2.59
H 1.02 -2.10 -0.55
H 1.98 -3.06 -2.60
H 3.68 -1.81 -3.88
H 4.42 0.42 -3.14
H 3.50 1.41 -1.08
*
```

Properties
- relative energy (zero: lowest compared OMol25 entry of this formula, charge and spin) (kcal per mole) = 2.7

---

A molecular structure, C26H26CoN7OS5. Source: OMol25; level of theory: wB97M-V/def2-TZVPD.

ORCA input file:
```
! RIJCOSX wB97M-V def2-TZVPD def2/J DEFGRID3
* xyz -1 2
Co 0.38 -0.62 -2.19
C 1.04 2.58 0.31
C 1.34 1.78 -0.93
N 1.61 0.53 -0.96
N 1.48 -0.13 1.42
C 0.69 -1.13 1.92
S 0.10 -2.37 1.01
S 0.50 -1.25 3.68
C -0.29 0.29 4.25
C -1.71 0.46 3.78
C -2.73 -0.34 4.32
C -4.04 -0.17 3.91
C -4.36 0.80 2.96
C -3.36 1.58 2.42
C -2.04 1.41 2.83
C 1.34 2.51 -2.22
C 1.82 3.82 -2.19
C 2.02 4.57 -3.33
C 1.70 3.98 -4.56
C 1.20 2.70 -4.63
C 1.00 1.90 -3.47
O 0.48 0.74 -3.60
H 0.42 1.98 0.97
H 0.50 3.48 0.03
H 1.95 2.85 0.84
H 0.32 1.16 3.99
H -0.25 0.17 5.33
H -2.48 -1.10 5.05
H -4.82 -0.79 4.34
H -5.39 0.93 2.64
H -3.59 2.32 1.66
H -1.26 2.02 2.40
H 2.09 4.25 -1.23
H 2.42 5.57 -3.27
H 1.85 4.54 -5.48
H 0.94 2.25 -5.58
N 0.56 -3.93 -4.91
C 0.65 -3.02 -3.85
S -0.79 -2.13 -3.45
N 1.77 -2.97 -3.22
N 1.72 -2.05 -2.16
C 2.68 -2.16 -1.31
C 2.84 -1.34 -0.17
C 3.97 -1.43 0.63
C 4.38 -0.64 1.69
C 3.64 0.40 2.33
C 2.32 0.68 2.26
N 1.89 -0.32 0.10
H -0.12 -3.67 -5.60
H 1.46 -4.20 -5.27
H 3.45 -2.90 -1.51
H 4.65 -2.23 0.35
H 5.37 -0.82 2.08
H 4.21 1.05 3.00
H 1.87 1.49 2.80
S -1.64 0.37 -0.86
C -2.67 -0.89 -0.53
N -2.74 -1.54 0.63
C -3.43 -2.82 0.60
C -4.50 -2.70 -0.48
S -3.83 -1.50 -1.68
H -1.93 -1.45 1.24
H -3.87 -3.02 1.58
H -2.72 -3.62 0.36
H -5.44 -2.32 -0.09
H -4.67 -3.64 -0.99
*
```

Properties
- relative energy (zero: lowest compared OMol25 entry of this formula, charge and spin) (kcal per mole) = 35.1
- expectation value of S² = 1.1272

---

A molecular structure, C26H26F3N9O3S3Sc. Source: OMol25; level of theory: wB97M-V/def2-TZVPD.

ORCA input file:
```
! RIJCOSX wB97M-V def2-TZVPD def2/J DEFGRID3
* xyz 1 1
Sc -0.10 0.14 -0.20
F 0.74 -1.30 -5.35
C 1.00 -2.42 -4.67
F 2.32 -2.41 -4.38
F 0.83 -3.43 -5.54
C 0.17 -2.60 -3.43
C -0.66 -3.69 -3.28
C -1.39 -3.83 -2.09
C -1.18 -2.91 -1.08
N -0.39 -1.85 -1.21
C 0.25 -1.64 -2.40
S 1.12 -0.18 -2.54
H -0.76 -4.41 -4.08
H -2.07 -4.65 -1.96
H -1.67 -3.01 -0.12
N 4.22 5.83 3.22
C 3.20 5.08 2.73
C 3.47 3.99 1.89
C 2.44 3.25 1.36
C 1.13 3.58 1.68
C 0.84 4.63 2.55
C 1.87 5.37 3.08
S -0.16 2.74 0.83
O -1.22 3.67 0.53
O 0.46 2.13 -0.38
N -0.79 1.44 1.52
C -0.10 0.70 2.40
N 0.62 1.26 3.38
C 1.14 0.45 4.28
C 0.96 -0.92 4.23
C 0.28 -1.42 3.13
N -0.23 -0.64 2.19
H 5.13 5.73 2.82
H 4.01 6.70 3.69
H 4.50 3.77 1.63
H 2.61 2.45 0.66
H -0.19 4.86 2.75
H 1.66 6.19 3.75
H 1.70 0.94 5.07
H 1.35 -1.58 5.00
H 0.15 -2.49 2.99
N -5.41 3.57 -1.95
C -4.20 3.26 -1.47
N -3.40 4.22 -1.01
N -3.88 1.99 -1.49
C -2.86 1.33 -1.16
N -2.04 0.53 -0.95
H -5.73 4.52 -2.00
H -5.97 2.84 -2.34
H -3.70 5.18 -0.99
H -2.53 4.00 -0.51
C 4.39 -4.77 4.48
C 4.02 -3.93 3.30
C 3.83 -2.56 3.43
C 3.48 -1.79 2.33
C 3.32 -2.39 1.09
C 3.51 -3.76 0.95
C 3.86 -4.52 2.05
S 2.74 -1.42 -0.32
C 4.22 -0.39 -0.57
O 1.77 -0.45 0.35
H 4.75 -4.15 5.30
H 5.17 -5.48 4.22
H 3.53 -5.34 4.84
H 3.97 -2.09 4.39
H 3.31 -0.73 2.43
H 3.38 -4.22 -0.02
H 4.01 -5.58 1.94
H 4.52 0.07 0.37
H 3.94 0.36 -1.31
H 5.02 -1.02 -0.96
*
```

---

no.,electronic energy (eV)
1,-77516.47278
2,-112941.65258
3,-52542.84820
4,-70653.64033
5,-131664.89750
6,-108296.69790